98
Properties=species:S:1:pos:R:3 method="wB97M-V/def2-TZVPD" mol_weight_da=802.0 total_charge=+3 homo_energy_ev="-15.11 / -18.30" spin_multiplicity=6 de_lowest_kj_mol=135.9
C 2.34 -1.25 -1.39
C 1.67 0.82 -2.35
C 3.15 -1.54 -2.49
C 2.17 0.35 -3.60
C 3.00 -0.75 -3.62
H 3.81 -2.40 -2.45
H 2.00 0.98 -4.49
H 3.51 -1.06 -4.55
N 1.58 -0.15 -1.34
P 0.66 -2.22 0.71
P 0.58 2.46 -0.43
C 2.28 -2.24 -0.21
H 2.51 -3.25 -0.56
H 3.08 -1.95 0.49
C 1.32 2.18 -2.08
H 1.26 2.88 -2.90
C -1.22 3.27 -0.08
C 2.07 3.72 -0.08
C -0.35 -3.49 -0.30
C 1.09 -3.10 2.37
C -2.27 2.35 0.57
H -1.94 1.97 1.54
H -3.19 2.94 0.73
H -2.51 1.49 -0.06
C -1.14 4.48 0.85
H -0.88 4.19 1.87
H -0.45 5.26 0.52
H -2.13 4.95 0.89
C -1.79 3.64 -1.43
H -2.77 4.14 -1.30
H -1.14 4.27 -2.06
H -1.98 2.70 -1.95
C 2.16 4.17 1.38
H 2.46 3.33 2.01
H 2.93 4.95 1.50
H 1.22 4.58 1.76
C 3.46 3.16 -0.42
H 3.70 2.25 0.14
H 3.56 2.94 -1.48
H 4.22 3.93 -0.21
C 1.79 4.91 -1.02
H 1.91 4.64 -2.08
H 0.78 5.31 -0.92
H 2.50 5.74 -0.84
C -0.19 -3.68 2.99
H 0.06 -4.12 3.97
H -0.93 -2.90 3.18
H -0.64 -4.48 2.40
C 1.66 -2.10 3.39
H 2.65 -1.73 3.09
H 0.98 -1.26 3.55
H 1.78 -2.63 4.35
C 2.14 -4.22 2.20
H 3.09 -3.82 1.82
H 2.31 -4.67 3.19
H 1.81 -5.03 1.53
C -0.22 -3.12 -1.78
H 0.76 -3.44 -2.18
H -1.01 -3.64 -2.35
H -0.34 -2.05 -1.94
C -1.81 -3.39 0.14
H -2.22 -2.39 -0.01
H -2.40 -4.08 -0.48
H -1.97 -3.67 1.18
C 0.08 -4.96 -0.16
H 1.12 -5.13 -0.48
H -0.08 -5.38 0.84
H -0.57 -5.55 -0.83
Ir 0.42 0.22 0.43
C 1.96 0.50 1.39
O 2.93 0.68 2.02
N -1.87 -0.43 -1.01
C -2.67 -0.71 -1.85
C -2.98 -0.34 -3.32
C -2.03 0.82 -3.67
C -2.54 -1.44 -4.25
C -4.40 0.13 -3.52
H -2.30 1.71 -3.10
H -0.99 0.57 -3.39
H -2.02 1.08 -4.75
H -2.89 -2.43 -3.95
H -2.88 -1.17 -5.26
H -1.44 -1.46 -4.26
H -4.50 0.65 -4.48
H -5.12 -0.69 -3.42
H -4.63 0.86 -2.74
N -1.72 -0.16 7.63
C -1.54 0.00 6.47
C -1.29 0.19 5.06
C -1.86 -0.65 4.10
C -1.49 -0.51 2.76
N -0.55 0.38 2.36
C -0.13 1.30 3.27
C -0.45 1.21 4.62
H -2.59 -1.41 4.38
H -1.96 -1.11 1.99
H 0.48 2.14 2.92
H -0.04 1.95 5.32